This record from OMol25 describes C25H45IrNP2S as an isolated structure at a distorted geometry. The level of theory is ωB97M-V/def2-TZVPD.

Values from the calculation:
- E: -60375.189 eV
- HOMO (spin up / spin down): -12.305 / -14.583 eV
- LUMO level (spin up / spin down): -0.212 / -0.336 hartree
- Strongest force on any atom: 4.6 eV Å⁻¹
- ⟨S²⟩: 8.786
- Gap between HOMO and LUMO (spin up / spin down): 6.53 / 5.45 eV
- Charge: +2
- Spin multiplicity: 6

```
75
Properties=species:S:1:pos:R:3:forces:R:3
H -0.7606 -2.5118 -3.5411 -0.33 0.28 0.18
H -2.5630 -1.6017 1.9377 0.14 0.00 -0.07
H -3.4591 3.4096 -0.0733 0.09 0.05 -0.03
H -1.6377 -2.5037 0.7361 -0.19 -0.05 -0.05
C -0.0188 1.4889 -3.1009 1.60 1.23 0.62
C -0.1884 1.6482 -4.5841 -0.60 0.62 -0.34
C 1.0656 -0.6904 3.7632 -1.63 -0.06 1.84
H 2.5856 -3.8105 2.6176 -0.18 -0.26 -0.29
H -2.3410 3.6125 -1.4221 -0.05 -0.02 0.04
C -1.4404 -0.5866 -4.3368 0.69 -1.68 -1.98
H -3.4507 -2.4956 -0.7223 -0.03 -0.06 -0.06
H 0.8446 -4.0772 2.6791 0.24 -0.19 -0.23
C -1.7228 -1.5404 1.2287 0.24 -0.38 0.41
C -1.3506 1.3757 1.9564 0.19 0.03 0.32
H 4.1980 1.1852 -0.1959 0.16 0.12 0.10
H -0.1221 2.3945 -2.4933 -0.06 -0.14 -0.30
H -2.1400 1.1706 2.6960 0.18 0.07 -0.12
C -2.7009 0.8795 -1.5173 -1.86 -0.35 1.62
C 1.7662 -0.3509 -3.3787 0.32 -0.29 -0.02
H 1.2832 3.5438 2.5339 0.21 -0.24 -0.01
H 1.8641 -5.2298 1.7262 -0.02 0.43 0.01
H -1.1238 2.4505 2.0067 -0.20 -0.33 -0.17
S 2.0297 -0.7103 2.3973 -0.02 0.15 -0.31
H -3.7755 0.6072 -3.3794 -0.19 0.12 0.33
H 3.4309 -4.0126 -0.5808 -0.18 0.27 0.23
H -0.4583 0.8350 2.3033 -0.28 0.11 -0.13
C -0.4596 -1.4820 -3.7528 0.25 -1.34 -2.64
H 4.5170 2.6171 0.8321 -0.30 -0.10 -0.07
H 2.8417 4.1900 -0.1371 -0.07 -0.36 0.23
C -2.4449 3.1834 -0.4229 0.29 0.47 -0.04
H 0.7278 -4.5617 -1.2037 0.07 -0.04 0.32
C 0.8141 0.4577 -2.5201 1.62 1.64 -0.63
C 3.9487 1.6835 0.7467 -0.11 -0.87 -0.43
H -1.7392 3.6982 0.2290 -0.10 0.02 0.07
C -2.2304 1.7258 -0.4306 -0.38 -0.63 0.34
H -1.8889 0.9249 -5.7243 0.31 0.01 -0.05
H -0.1186 -3.0102 -1.2136 0.10 -0.02 0.04
H 1.2335 0.6979 -1.5434 -0.32 -0.02 0.20
C 1.7301 -4.1792 2.0301 -0.18 0.50 0.12
P 1.4767 -3.0493 0.6096 0.34 -1.21 -0.80
C 2.0206 3.4797 -0.2931 -0.86 -0.50 -0.72
C 0.9937 -1.3930 -4.1977 0.43 -0.36 -0.15
H 4.2404 1.0174 1.5667 -0.09 0.16 -0.14
N 0.3599 -0.6860 4.7174 1.71 0.02 -2.37
H -3.1353 2.2243 -3.0859 -0.31 -0.12 0.12
C -3.5418 -1.6560 -1.4113 0.20 -0.24 -0.09
P 2.1363 2.0025 0.8108 1.85 1.58 1.48
C 2.1598 2.8878 2.4301 -0.69 -0.23 0.50
H -0.5990 -4.2023 -0.0148 0.23 -0.20 -0.15
H 1.0585 -1.1656 -5.2740 -0.17 -0.04 0.34
C 2.9626 -3.0228 -0.4754 -0.07 0.68 0.39
H -4.5750 1.6930 -2.1797 0.07 -0.09 -0.14
Ir -1.1289 -0.0798 -2.4556 0.90 -2.55 3.67
H -4.5790 -1.3052 -1.3801 0.20 0.10 0.06
H 2.5136 -0.8709 -2.7570 -0.32 0.32 -0.04
H 3.0658 3.5065 2.5467 -0.29 -0.28 -0.34
H 2.0278 3.1426 -1.3366 0.06 0.20 0.11
H 0.7733 1.7989 -5.0866 -0.06 0.04 0.16
H -2.4085 -1.0385 -4.5452 -0.15 0.25 0.09
H 3.6607 -2.2881 -0.0539 0.15 -0.37 -0.19
H -3.3354 -2.0196 -2.4135 -0.25 -0.26 -0.15
C -2.5396 -0.5894 -1.0588 -1.27 2.07 0.26
H 1.0641 3.9873 -0.1147 0.21 -0.08 -0.03
H 2.3488 0.3117 -4.0381 -0.20 -0.08 0.22
H -0.3946 0.0697 -6.0967 -0.14 0.04 0.13
H 2.6562 -2.6637 -1.4693 0.02 -0.13 0.34
C -1.9468 -0.4462 0.2711 -0.01 -0.94 -1.12
H 1.4930 -2.3693 -4.0905 -0.34 0.24 -0.01
C -1.7927 0.9082 0.6096 0.17 2.07 -0.06
H -0.7790 2.5681 -4.7032 0.37 -0.17 -0.23
C -3.6150 1.3596 -2.5981 0.24 0.26 -0.16
H -0.8082 -1.3953 1.8264 -0.36 0.12 -0.13
H 2.1405 2.1594 3.2533 0.00 0.26 -0.19
C -0.9790 0.5067 -5.2782 -0.63 0.12 -0.24
C 0.2606 -3.8077 -0.5637 -0.38 0.63 0.50
```
Forces are in eV/Å.

This record from OMol25 describes C25H46BCeNP2 as an isolated structure at a distorted geometry. The level of theory is ωB97M-V/def2-TZVPD.

Values from the calculation:
- E: -60335.779 eV
- HOMO (spin up / spin down): -9.483 / -9.483 eV
- LUMO level (spin up / spin down): -0.138 / -0.136 hartree
- Strongest force on any atom: 5.5 eV Å⁻¹
- ⟨S²⟩: 0.751
- Gap between HOMO and LUMO (spin up / spin down): 5.74 / 5.78 eV
- Charge: +1
- Spin multiplicity: 2

```
76
Properties=species:S:1:pos:R:3:forces:R:3
H -2.1468 3.5098 -6.1943 0.31 0.07 0.11
H 1.6396 2.7428 -3.3936 -0.24 0.17 -0.09
C 0.0592 -0.6089 2.5511 -1.05 -1.17 0.51
H -2.8559 3.3697 -0.9258 0.50 0.07 -0.26
H 0.7689 0.5638 -3.2616 -0.17 0.20 0.14
C -0.6961 2.5854 -8.6179 0.19 -0.20 0.55
C -2.0804 0.6909 1.9400 -0.01 0.41 -0.20
H -2.8802 0.4185 2.6409 0.18 -0.07 -0.19
H -2.1799 -0.7789 -10.7805 0.02 -0.14 -0.11
H -4.2258 -0.1382 -8.5405 -0.22 0.15 0.03
H 1.1214 3.1999 0.6902 0.05 -0.07 -0.31
H 2.2459 -1.8044 3.5823 0.22 -0.15 -0.19
H 0.1865 3.1286 -8.9828 -0.37 0.12 0.07
C -1.4530 -1.7099 1.1582 0.64 0.32 1.27
P -1.8370 0.0013 -8.5005 0.30 0.41 -1.10
H 2.2935 2.4818 -1.2301 -0.29 0.27 0.11
C -0.9685 1.3714 -9.4932 -0.25 -0.72 0.36
H -0.9901 4.5496 0.0938 0.01 -0.32 -0.15
H -1.2801 2.9927 0.8158 0.40 0.17 -0.34
H -2.7318 1.1036 -1.0127 0.32 0.10 -0.63
C 1.8898 -2.3694 2.7162 0.23 -0.42 0.40
C -1.8398 3.0805 -1.2634 -0.40 0.72 0.37
C 0.4860 -1.9814 2.4590 -1.55 0.89 -0.66
H 1.5771 3.5212 -7.2977 0.14 -0.25 0.19
H 0.5578 0.1931 4.4466 0.09 0.10 -0.11
N 2.7011 0.2369 0.6625 0.80 0.57 0.95
C 0.0222 1.3760 -3.1840 0.32 0.27 -0.56
H 1.9772 1.7868 -7.5313 -0.05 0.22 0.23
H -2.5273 1.0068 0.9996 -0.10 0.04 0.13
C -1.8020 -1.2228 -9.8586 -0.15 -0.10 0.08
C -1.1299 -0.4407 1.7598 -0.63 -1.84 1.46
C -0.8822 3.4663 -0.1021 -0.59 0.27 -0.08
C 0.7472 2.6910 -2.7607 -0.22 -0.41 -0.52
C 0.5739 3.1437 -0.2567 0.03 -0.53 0.29
C -3.5219 0.6507 -8.8055 -0.15 -0.23 0.21
C 1.2419 2.7673 -1.3511 0.21 -0.36 0.55
Ce 0.7744 -1.1037 0.2482 2.75 2.13 -4.20
H -1.6264 1.6337 -10.3332 0.31 -0.16 0.02
C -1.9284 1.6154 -1.5697 0.13 -0.49 0.43
H -2.4332 -2.0620 -9.5647 0.07 -0.13 -0.19
H -0.8413 3.5526 -4.9696 -0.13 0.18 -0.31
H -3.6391 0.9030 -9.8600 -0.12 0.03 0.02
H 0.9117 -3.5296 0.0515 -0.22 -0.22 0.13
H 1.6972 0.6808 3.1643 -0.11 -0.12 0.16
C 3.4978 0.8050 1.3275 -1.28 -1.05 -1.28
H -1.5557 1.5432 2.3685 -0.23 0.04 -0.10
C -1.1491 0.8972 -2.3876 -0.13 -0.32 0.47
H -3.7127 1.5302 -8.1904 -0.11 -0.01 0.01
C 0.6491 0.4652 3.3896 0.19 0.38 0.27
C -0.4278 -2.6598 1.5401 -0.60 1.57 1.24
H -0.6589 4.4656 -6.5155 -0.18 -0.14 0.25
H 1.9914 -3.4401 2.9102 0.10 0.14 -0.04
H -0.7764 -1.5662 -10.0026 -0.09 -0.10 -0.04
H -1.4259 -0.1569 -2.5629 0.06 0.38 0.11
H 5.5691 1.4612 1.5360 -0.07 0.00 0.07
H -0.0421 0.9254 -9.8901 -0.21 0.27 0.11
H -1.6212 3.6912 -2.1495 -0.14 -0.33 0.25
H -0.8169 -4.0192 -0.0110 0.26 -0.32 -0.04
H -1.5538 3.2780 -8.5794 0.28 -0.31 -0.13
B 4.5373 1.5233 2.1677 0.31 0.63 0.59
H -2.3153 -2.3887 -0.7264 -0.01 -0.05 0.05
H 1.8825 2.4572 -5.8715 0.08 0.04 -0.29
H 4.6067 0.9348 3.2412 -0.07 0.11 -0.29
C -0.0026 -3.7722 0.6718 -0.27 -0.68 0.32
H -3.0520 -0.9453 -0.0289 0.09 -0.17 0.01
H 2.5896 -2.1128 1.8779 -0.19 -0.11 0.19
C 1.4595 2.5094 -6.8839 0.02 0.06 0.21
H 0.1252 3.5557 -3.0036 0.19 -0.16 -0.02
C -1.0570 3.5524 -6.0482 0.16 0.10 0.13
C -2.5936 -1.9073 0.2184 -0.31 -0.02 -0.10
H 4.1359 2.6823 2.2897 0.13 -0.44 -0.03
H -0.3254 1.4914 -4.2317 0.21 -0.07 0.37
H 0.2827 -4.6373 1.2801 0.06 -0.01 -0.43
H -3.3756 -2.5202 0.6817 0.15 0.00 -0.12
P -0.3255 2.0507 -6.8351 0.11 0.91 -0.48
H 0.0898 1.3913 3.2334 0.27 -0.11 0.17
```
Forces are in eV/Å.

This record from OMol25 describes a 15-piece molecular cluster, C25H46BrCl28F3O2S overall. The level of theory is ωB97M-V/def2-TZVPD.

Values from the calculation:
- E: -470425.139 eV
- HOMO: -8.181 eV
- LUMO level: 0.000 hartree
- Strongest force on any atom: 1.0 eV Å⁻¹
- Gap between HOMO and LUMO: 8.18 eV

```
106
Properties=species:S:1:pos:R:3:forces:R:3
H -2.6333 1.8501 -0.5552 -0.02 0.03 0.01
C -7.3397 3.1569 2.9911 0.00 -0.01 0.15
Cl 2.2203 -1.7842 0.5322 -0.01 -0.05 0.00
Cl 10.8322 3.9362 -3.9088 0.01 -0.02 0.02
Cl 2.5774 -8.7149 -0.6656 0.01 -0.02 0.01
H -3.6312 -5.6178 -5.8346 -0.01 -0.02 -0.04
H 6.8159 3.2728 3.4165 -0.02 -0.05 0.00
O -0.3317 4.2118 -0.7654 -0.56 -0.07 -0.67
H -3.0901 5.5361 0.5340 0.07 0.05 -0.12
H -4.6068 -7.4810 -1.0414 -0.05 0.00 -0.02
H 6.0086 4.6198 2.5722 -0.05 -0.01 -0.04
C 1.2339 2.5338 3.2578 0.03 -0.58 -0.70
C 1.1556 -7.8138 -1.1977 0.03 0.14 -0.01
C -4.4821 3.9903 0.1859 -0.01 0.39 -0.28
H -9.4629 6.9515 2.2295 0.02 -0.05 0.03
H 0.2286 2.3643 3.6437 0.00 0.13 0.08
H 1.7773 3.1961 3.9277 -0.07 -0.02 0.11
Cl -7.8222 7.4633 3.8227 0.04 0.03 0.02
H -2.0262 -1.4528 6.7305 0.04 0.04 0.01
C 2.6821 -1.4997 -1.1514 -0.01 0.03 0.00
Cl -7.7869 4.2951 1.7134 -0.06 0.01 -0.06
H 1.6098 0.7529 2.1043 0.03 -0.17 0.07
S 1.1153 3.4632 1.7000 0.03 0.28 0.09
C -0.9512 3.0689 -0.0961 -0.06 -0.46 0.55
H -4.8936 4.1236 1.1830 0.08 -0.25 0.08
H -1.2630 0.8211 -2.6822 0.13 -0.06 0.00
H 5.9764 -5.2556 -1.9121 -0.03 0.05 -0.05
Cl 7.1464 0.4477 -2.9229 -0.07 0.01 0.00
H 8.7639 -4.0771 -6.5443 -0.05 0.03 0.00
O 1.0385 3.1663 -2.2396 -0.30 -0.09 0.08
Cl 9.7874 -0.7890 -2.6085 0.04 0.02 0.03
H -0.2327 1.5161 1.2748 -0.22 0.08 -0.06
H -5.9269 0.7524 -1.6936 0.01 0.05 0.03
H 5.4959 -5.3074 -0.1945 -0.05 0.04 0.03
H -2.5977 -2.3051 5.2750 0.01 0.01 -0.04
H -4.5699 2.9525 -0.1260 -0.02 -0.07 0.15
H -2.0523 -4.8004 -5.7119 0.03 0.01 -0.04
H 3.0189 1.2884 3.0015 0.09 -0.06 0.06
Cl -1.9371 -6.7807 -6.9664 0.01 -0.01 0.02
Cl -4.7571 -9.6943 -1.8095 0.01 0.00 0.01
Cl -3.2766 -3.9321 8.0908 0.00 -0.01 -0.01
H -8.2346 2.9073 3.5480 -0.02 -0.01 -0.03
C 1.9422 1.1842 3.0473 -0.65 0.39 0.13
H -6.6087 3.6321 3.6348 0.03 0.02 -0.06
C -1.9184 -1.5537 5.6582 -0.21 0.03 0.02
H 1.6266 0.5190 3.8498 0.30 -0.23 0.06
H 9.0934 4.0913 -2.3371 0.02 0.05 -0.01
Cl 7.8234 -3.4507 -4.4867 -0.08 -0.08 0.01
H -2.7604 4.6670 -0.9386 0.06 -0.07 -0.01
H 0.0601 0.9613 -1.5499 -0.35 -0.11 0.10
H 2.1344 -2.1903 -1.7816 -0.04 0.02 0.02
H -7.1372 0.8741 -2.9986 -0.03 0.04 -0.01
Cl -10.6065 6.6549 4.2571 -0.02 -0.01 -0.01
H 1.3573 -7.4006 -2.1788 0.01 -0.06 -0.02
Cl 8.1943 5.1800 -4.2138 -0.03 -0.01 0.02
H -1.6622 -4.7627 9.5774 -0.03 0.03 0.02
C -1.6216 -4.1791 8.6660 0.07 -0.07 0.01
C -4.1679 -8.0310 -1.8647 0.06 0.00 0.04
H 0.9621 -7.0247 -0.4809 -0.01 -0.03 0.03
H -9.7839 8.5000 3.0587 0.00 0.01 0.06
C 9.1369 3.9212 -3.4060 -0.02 -0.05 0.03
C 5.9525 3.5703 2.8340 0.04 0.04 0.00
H -1.3707 4.5020 1.4115 0.09 -0.25 0.24
C -3.0595 4.5344 0.1001 -0.21 0.02 0.58
F -1.4429 -0.3797 0.3378 0.00 0.01 -0.11
C -1.9457 3.7656 0.8600 -0.02 0.70 -0.65
C 9.1227 -3.5151 -5.6907 0.09 0.01 -0.05
C 5.3319 -4.8294 -1.1526 0.03 -0.08 0.03
Cl 4.5023 3.3151 3.8108 0.20 0.15 0.09
H 3.7509 -1.6586 -1.2374 -0.21 0.12 -0.03
C 0.1998 3.9833 -1.9880 0.42 -0.05 -0.04
Cl -4.6059 -7.2181 -3.3747 -0.02 0.03 -0.02
Cl -0.2822 -8.8381 -1.3076 -0.03 -0.02 0.00
Cl 5.7157 -3.1092 -0.9899 0.24 -0.14 0.06
H 8.7120 2.9571 -3.6558 0.01 -0.01 -0.05
Cl 2.3062 0.1507 -1.6671 0.37 -0.05 -0.07
C -1.0241 0.9193 -1.6204 -0.41 0.33 -0.48
C -6.7239 1.3523 -2.1190 0.01 -0.08 0.04
H -1.0645 -4.7009 7.8971 -0.02 0.05 -0.04
F -2.8547 -0.5377 -1.2913 0.05 -0.02 0.00
H -3.0880 -8.0471 -1.7900 0.03 -0.01 -0.03
Cl -0.2674 -2.0772 5.3136 0.05 0.03 -0.05
H -5.1185 4.5775 -0.4771 0.01 -0.02 -0.03
C 8.0944 -0.8028 -2.1089 0.04 0.01 0.10
Cl -2.3316 -0.0019 4.9079 0.12 -0.07 0.00
Cl 9.6018 -1.9072 -6.2324 0.00 -0.03 -0.03
Cl -6.6405 1.6630 2.3569 0.02 0.02 0.08
H 7.6733 -1.7658 -2.3594 0.02 0.00 -0.09
F -0.8810 -1.4294 -1.4704 -0.09 0.07 -0.02
C -2.7369 -5.3224 -6.3693 -0.02 0.00 0.07
Cl -8.0015 1.5250 -0.9125 -0.02 -0.03 -0.11
C -1.5450 -0.3486 -1.0048 0.23 -0.07 0.20
Br -2.6634 2.5332 2.1867 0.17 0.02 -0.01
Cl 5.9219 2.6191 1.3438 0.02 0.00 -0.01
C 0.1490 2.3200 0.6494 0.51 0.17 0.38
H -2.1070 2.7677 -1.9255 0.08 0.14 0.04
C -9.4669 7.4715 3.1802 0.00 -0.02 -0.09
H 0.8618 1.8872 -0.0450 -0.13 0.02 -0.11
H -0.2084 4.6469 -2.7642 0.08 0.26 0.21
C -1.7389 2.1800 -1.0862 0.23 -0.49 0.25
H 8.0473 -0.6300 -1.0397 0.03 0.07 -0.01
Cl -0.7957 -2.6560 9.0145 -0.01 0.00 0.04
H 9.9801 -4.0018 -5.2420 -0.01 0.04 0.06
Cl -3.1997 -4.2287 -7.6785 -0.01 0.01 0.01
Cl 3.6490 -5.0781 -1.6279 -0.04 -0.01 -0.03
Cl -6.0506 2.9180 -2.5958 -0.04 -0.06 -0.23
```
Forces are in eV/Å.

Question: The highest E belongs to which entry?
Answer: C25H46BCeNP2